{
  "formula": "C6H10NO2",
  "method": "the ωB97M-V functional and the def2-TZVPD basis",
  "species": ["C", "C", "C", "C", "C", "C", "N", "O", "O", "H", "H", "H", "H", "H", "H", "H", "H", "H", "H"],
  "positions_angstrom": [[-0.017, 0.873, 0.937], [1.327, 0.463, -1.498], [0.257, 0.171, 2.204], [0.182, -1.586, -0.195], [-1.384, 0.108, -1.232], [-0.012, -0.144, -0.519], [-0.229, 2.146, 0.998], [1.153, 1.441, -2.213], [2.319, -0.230, -1.464], [0.454, 0.845, 3.051], [-0.623, -0.462, 2.277], [1.035, -0.561, 2.313], [0.233, -2.238, -1.104], [-0.662, -2.047, 0.373], [1.132, -1.789, 0.322], [-1.216, -0.348, -2.185], [-1.584, 1.244, -1.322], [-2.077, -0.466, -0.745], [-0.289, 2.580, 0.001]],
  "s_squared": 2.011,
  "orbital_gap_ev": [4.31, 5.91],
  "charge": -1,
  "multiplicity": 3
}